[1]
Formula: C5H10O2
Source: the Open Molecules 2025 dataset
Level of theory: ωB97M-V/def2-TZVPD

Properties
E_tot, eV: -9441.201
Relative energy (zero: lowest compared OMol25 entry of this formula, charge and spin), kcal/mol: 42.5
SMILES: C[C@@H]1[C@H](O)C[C@@H]1O
LUMO, eV: 0.87
Orbital gap, eV: 10.65

Element x y z (Å)
C  -1.59  -0.46  -0.51
C  -0.65  0.10  0.54
C  0.61  -0.75  0.83
O  0.50  -2.10  0.43
C  1.44  0.19  -0.05
C  0.30  1.21  -0.01
O  0.07  1.72  -1.31
H  -2.40  0.26  -0.71
H  -2.04  -1.40  -0.17
H  -1.07  -0.65  -1.45
H  -1.21  0.38  1.44
H  0.89  -0.69  1.90
H  1.39  -2.47  0.43
H  2.44  0.50  0.27
H  1.48  -0.21  -1.07
H  0.45  2.03  0.71
H  -0.66  2.36  -1.28

[2]
Formula: CH7O2S
Source: the Open Molecules 2025 dataset
Level of theory: ωB97M-V/def2-TZVPD

Properties
E_tot, eV: -16081.445
Relative energy (zero: lowest compared OMol25 entry of this formula, charge and spin), kcal/mol: 18.9
LUMO, eV: 4.17
Orbital gap, eV: 7.27
Charge: -1

Element x y z (Å)
C  -0.90  -1.33  -0.89
S  -0.10  -0.07  0.19
H  -1.97  -1.00  -0.88
H  -1.10  -2.28  -0.48
H  -0.43  -1.65  -1.86
H  1.72  1.38  -2.13
H  0.55  1.52  -1.36
O  1.18  2.09  -1.91
H  -0.16  0.96  3.29
H  0.61  -0.10  2.57
O  0.62  0.49  3.46

[3]
Formula: C4H22NO5
Source: the Open Molecules 2025 dataset
Level of theory: ωB97M-V/def2-TZVPD

Properties
E_tot, eV: -16223.222
Relative energy (zero: lowest compared OMol25 entry of this formula, charge and spin), kcal/mol: 100.2
LUMO, eV: -2.62
Orbital gap, eV: 11.59
Charge: +1

Element x y z (Å)
C  0.21  -2.41  -2.47
C  0.66  -1.03  -2.04
N  0.10  -0.65  -0.62
C  0.04  0.90  -0.40
C  2.17  -0.97  -1.93
H  -0.50  -2.90  -1.82
H  1.07  -2.93  -2.48
H  -0.27  -2.46  -3.46
H  0.32  -0.22  -2.94
H  -0.95  -1.10  -0.41
H  0.74  -1.07  0.16
H  -0.67  1.33  0.34
H  1.12  1.21  0.15
H  -0.32  1.49  -1.42
H  2.68  0.06  -2.33
H  2.63  -1.85  -2.43
H  2.52  -1.21  -0.77
H  -0.90  4.54  0.01
H  -1.63  3.63  -0.93
O  -1.35  3.66  -0.11
H  0.10  -2.37  3.15
H  -0.18  -0.99  2.59
O  -0.09  -1.91  2.33
H  2.10  1.35  2.34
H  2.46  2.47  0.92
O  2.44  1.48  1.38
H  -1.66  2.59  3.11
H  -0.88  2.85  1.81
O  -0.82  2.41  2.63
H  -3.10  -2.38  0.88
H  -3.52  -2.20  -0.56
O  -2.72  -2.41  -0.04

[4]
Formula: C3H7NO3
Source: the Open Molecules 2025 dataset
Level of theory: ωB97M-V/def2-TZVPD

Properties
E_tot, eV: -10851.346
Relative energy (zero: lowest compared OMol25 entry of this formula, charge and spin), kcal/mol: 161.9
SMILES: O=CN(O)CCO
LUMO, eV: 0.10
Orbital gap, eV: 10.02

Element x y z (Å)
C  1.24  1.04  0.56
C  -0.20  1.08  0.05
C  -0.75  -0.77  -1.42
H  0.53  -0.52  1.47
H  1.74  2.05  0.83
H  1.83  0.74  -0.31
H  -0.85  1.77  -0.84
H  -0.65  1.08  1.12
H  -1.70  -1.28  1.23
H  -1.67  -1.66  -1.57
N  -0.69  -0.34  -0.17
O  1.28  0.14  1.72
O  -0.70  -1.21  1.01
O  -0.10  0.10  -2.21

What did the second record say?
Formula: CH7O2S
Source: the Open Molecules 2025 dataset
Level of theory: ωB97M-V/def2-TZVPD

Properties
E_tot, eV: -16081.445
Relative energy (zero: lowest compared OMol25 entry of this formula, charge and spin), kcal/mol: 18.9
LUMO, eV: 4.17
Orbital gap, eV: 7.27
Charge: -1

Element x y z (Å)
C  -0.90  -1.33  -0.89
S  -0.10  -0.07  0.19
H  -1.97  -1.00  -0.88
H  -1.10  -2.28  -0.48
H  -0.43  -1.65  -1.86
H  1.72  1.38  -2.13
H  0.55  1.52  -1.36
O  1.18  2.09  -1.91
H  -0.16  0.96  3.29
H  0.61  -0.10  2.57
O  0.62  0.49  3.46

What is the formula in the fourth record?
C3H7NO3